Entry 1:
C27H31B2F4N10O5S6Y | the ωB97M-V functional and the def2-TZVPD basis

Each line ends with the Mulliken charge.
Geometry (Å):
Y  -0.250364  0.116646  -0.160247  -0.35
C  -4.462810  0.417320  1.911761  -1.81
C  -3.293359  0.473912  0.987846  0.50
N  -2.109678  0.797001  1.354057  0.59
O  -1.936634  1.079193  2.666724  -0.42
B  -0.906370  2.158014  2.925828  0.47
F  -0.729651  2.163754  4.287126  -0.38
F  -1.383938  3.357756  2.394919  -0.34
O  0.451691  1.864222  2.319648  -0.76
N  0.459630  2.019128  0.955129  1.59
C  0.695234  3.155887  0.434436  -0.02
C  1.141874  4.367513  1.165832  -2.09
C  0.428589  3.204518  -1.044415  0.86
N  -0.295453  2.238415  -1.463089  0.61
O  -0.700876  2.280283  -2.748773  -0.59
B  -1.287359  0.961095  -3.138023  0.74
F  -1.414980  0.940786  -4.492305  -0.34
F  -0.370088  -0.014093  -2.622743  0.20
O  -2.606632  0.645202  -2.524333  -0.65
N  -2.460013  0.484424  -1.194846  0.96
C  -3.512217  0.346008  -0.490009  0.42
C  -4.891727  0.214854  -1.040421  -1.81
C  0.922511  4.333374  -1.878480  -1.82
H  -4.153318  0.622414  2.930585  0.30
H  -4.932105  -0.568778  1.853729  0.30
H  -5.217512  1.146642  1.612693  0.52
H  1.205517  4.163525  2.229199  0.37
H  0.447818  5.191924  0.995432  0.33
H  2.121322  4.665963  0.782986  0.50
H  -4.850038  0.106336  -2.119662  0.43
H  -5.497015  1.090910  -0.797494  0.34
H  -5.383861  -0.657249  -0.605388  0.35
H  1.940175  4.593325  -1.586647  0.39
H  0.297599  5.219941  -1.744475  0.34
H  0.898416  4.055341  -2.928810  0.43
S  -0.126097  -2.462598  -0.759684  -0.45
C  1.249186  -2.223854  -1.834235  0.47
N  1.557981  -3.168971  -2.673657  -0.75
N  2.488337  -2.985699  -3.621748  0.00
C  2.723492  -1.801527  -4.372504  0.49
C  4.003018  -1.531636  -4.832846  -0.32
C  4.231219  -0.402888  -5.614634  -0.52
C  3.192372  0.461477  -5.920097  -0.63
C  1.909705  0.180489  -5.454842  -0.55
C  1.667829  -0.950035  -4.696557  -0.43
N  2.155670  -1.140536  -1.795440  -0.55
N  1.965661  -0.237961  -0.957781  0.98
C  3.022694  0.739336  -0.924991  0.28
C  3.621444  1.151880  -2.110396  0.36
C  4.607286  2.125199  -2.059613  -0.63
C  4.991611  2.668723  -0.839995  -0.61
C  4.388682  2.240771  0.335738  -0.78
C  3.390962  1.276134  0.300857  -0.29
H  2.729104  -3.844656  -4.079841  0.23
H  4.819588  -2.187889  -4.557903  0.44
H  5.234086  -0.199138  -5.969177  0.37
H  3.373375  1.345005  -6.518705  0.42
H  1.081686  0.837644  -5.694059  0.47
H  0.669216  -1.158480  -4.337788  0.55
H  3.300088  0.722916  -3.051090  -0.15
H  5.074158  2.454556  -2.980199  0.45
H  5.766551  3.424999  -0.804189  0.40
H  4.697024  2.650481  1.289526  0.48
H  2.921194  0.929671  1.212318  0.09
O  2.329262  -4.357753  6.438918  -0.57
C  2.058031  -3.690365  5.481087  0.57
S  0.521366  -2.845981  5.262187  -0.09
C  0.877704  -2.138380  3.685127  -0.32
C  2.163009  -2.407023  3.122424  0.28
S  2.771247  -1.862671  1.699012  -0.39
S  3.188054  -3.404699  4.136865  -0.13
S  -0.350331  -1.367121  2.905468  0.00
C  -4.169936  -1.637054  5.040096  -1.29
N  -3.151835  -1.824907  4.026979  0.36
C  -3.062612  -2.880880  3.229609  0.83
S  -1.793581  -3.040837  2.067100  -0.29
N  -4.005606  -3.824622  3.319437  -0.28
C  -4.014685  -5.081883  2.581284  -0.92
H  -3.965554  -0.703356  5.555995  0.34
H  -4.155701  -2.441027  5.780772  0.46
H  -5.166007  -1.568413  4.595173  0.43
H  -2.393189  -1.155414  3.950431  -0.13
H  -4.682381  -3.726322  4.057969  0.21
H  -3.492195  -4.956297  1.638126  0.34
H  -5.045687  -5.358152  2.371844  0.33
H  -3.530843  -5.875757  3.149867  0.29

Forces on atoms 1 to 3 (eV/Å):
-0.9857 -0.3621 -0.2636
-0.1282 -0.1138 -0.0365
-0.0836 0.1642 -0.1189

As for the lowest unoccupied orbital energy: -0.986 eV. As for the HOMO-LUMO gap: 6.13 eV. The HOMO energy comes out at -7.1 eV.

=====

Entry 2:
C27H31BClF8O27P | the ωB97M-V functional and the def2-TZVPD basis

Each line ends with the Mulliken charge.
Geometry (Å):
C  -0.490545  -1.802105  2.355163  -0.77
B  0.469766  -1.800714  1.119893  -0.07
C  1.515005  -0.596294  0.967419  -0.45
C  0.734334  0.671307  1.071572  0.70
O  0.786476  1.457250  1.952129  -0.51
Cl  -0.410318  0.904815  -0.309036  -0.35
P  0.253796  -3.294377  -0.124579  0.21
O  1.770043  -3.835143  -0.596141  -0.52
O  -0.473114  -2.690192  -1.484361  -0.57
H  -0.830262  -2.792237  2.631334  0.17
H  -1.330718  -1.150053  2.074203  0.36
H  0.016068  -1.286074  3.173318  0.35
H  2.143850  -0.599044  1.859611  0.42
H  2.092892  -0.635889  0.047753  0.08
H  2.151026  -4.317578  0.147579  0.29
H  -1.197772  -2.111097  -1.201181  0.33
O  -1.758998  -5.235738  0.776900  -0.11
C  -1.656657  -6.247679  0.175269  0.46
O  -0.847841  -6.439528  -0.890944  -0.26
C  -0.901296  -7.823318  -1.247990  -0.46
C  -2.230304  -8.247618  -0.665942  0.24
F  -2.215404  -9.536863  -0.250954  -0.30
O  -2.350381  -7.397335  0.459907  -0.25
H  -0.070782  -8.353660  -0.779980  0.29
H  -0.845298  -7.947782  -2.325716  0.29
H  -3.085343  -8.094960  -1.326111  0.27
O  2.317174  5.089717  -4.401491  -0.50
C  1.713893  4.851897  -3.410528  0.65
O  1.713772  3.667340  -2.763486  -0.33
C  0.984728  3.828718  -1.538774  0.36
C  0.111788  5.020769  -1.853192  0.32
F  -0.120879  5.783587  -0.756552  -0.29
O  0.913735  5.754001  -2.763642  -0.25
H  1.682168  4.043103  -0.726986  0.30
H  0.419428  2.930471  -1.297921  -0.42
H  -0.839614  4.776368  -2.327567  0.27
O  -1.398977  -2.762787  4.977838  -0.44
C  -2.189322  -1.923036  5.242477  0.59
O  -1.899738  -0.763792  5.874589  -0.34
C  -3.078681  0.046371  5.880020  -0.50
C  -4.167567  -0.990140  5.720231  0.28
F  -5.224581  -0.512655  5.015694  -0.30
O  -3.523029  -1.990199  4.952228  -0.14
H  -3.050545  0.734467  5.033922  0.29
H  -3.157727  0.614557  6.802364  0.30
H  -4.525544  -1.425486  6.653826  0.30
O  4.429327  11.383942  -2.998423  -0.50
C  4.045214  10.344215  -2.585639  0.62
O  2.951437  9.687455  -3.052931  -0.32
C  2.901713  8.408673  -2.408992  -0.12
C  3.699584  8.661031  -1.151688  0.34
F  4.369732  7.555247  -0.747433  -0.29
O  4.630315  9.640379  -1.575554  -0.33
H  3.370715  7.659470  -3.049271  0.13
H  1.876032  8.112403  -2.211018  0.14
H  3.118593  9.051262  -0.314615  0.30
O  5.476350  -3.211326  1.319317  -0.52
C  5.237793  -2.803047  0.234342  0.67
O  5.351095  -3.520770  -0.906546  -0.33
C  4.828252  -2.729764  -1.979685  -0.27
C  4.965784  -1.328703  -1.428899  0.29
F  3.976147  -0.513129  -1.870769  -0.26
O  4.807523  -1.534438  -0.037706  -0.28
H  3.783172  -2.994350  -2.150249  0.16
H  5.395607  -2.888383  -2.892653  0.31
H  5.930070  -0.854316  -1.617276  0.27
O  4.269720  8.898554  -9.532738  -0.50
C  3.681297  9.027353  -8.514909  0.60
O  3.810458  10.082326  -7.672340  -0.32
C  2.835747  9.937810  -6.634690  -0.22
C  2.570675  8.450166  -6.657750  0.43
F  1.290255  8.159336  -6.321324  -0.29
O  2.779217  8.128341  -8.019619  -0.34
H  1.944581  10.512350  -6.890955  0.26
H  3.223274  10.289528  -5.682187  0.10
H  3.244308  7.855426  -6.038054  0.27
O  -3.841163  -2.693070  -0.991667  -0.53
C  -4.504989  -2.785131  -0.014222  0.67
O  -4.576607  -1.848449  0.961564  -0.29
C  -5.580038  -2.264723  1.896196  -0.12
C  -5.623879  -3.755980  1.660361  0.71
F  -6.865754  -4.263204  1.854400  -0.32
O  -5.290946  -3.852781  0.284615  -0.34
H  -6.529947  -1.788754  1.648265  0.32
H  -5.299389  -2.000859  2.910025  -0.12
H  -4.907160  -4.329081  2.246108  0.07
O  -2.550008  -7.865771  7.306866  -0.51
C  -2.755035  -7.394029  6.242346  0.57
O  -2.514939  -8.012624  5.059303  -0.34
C  -3.023861  -7.179435  4.011714  -0.14
C  -3.026620  -5.822652  4.674827  0.39
F  -4.046835  -5.043506  4.221481  -0.28
O  -3.263102  -6.142628  6.031350  -0.33
H  -4.031859  -7.501082  3.744712  0.24
H  -2.390036  -7.224431  3.131209  0.11
H  -2.090528  -5.270217  4.588641  0.25

Forces on atoms 1 to 3 (eV/Å):
0.8004 0.4228 -0.6632
0.0874 0.7546 -0.5371
-0.4184 -0.1077 0.1641

As for the lowest unoccupied orbital energy: -0.613 eV. As for the HOMO-LUMO gap: 6.78 eV. As for the structure (SMILES): CB(CC(=O)Cl)P(O)O.O=C1OC[C@@H](F)O1.O=C1OC[C@@H](F)O1.O=C1OC[C@@H](F)O1.O=C1OC[C@@H](F)O1.O=C1OC[C@@H](F)O1.O=C1OC[C@@H](F)O1.O=C1OC[C@@H](F)O1.O=C1OC[C@@H](F)O1. The HOMO energy comes out at -7.4 eV.

=====

Entry 3:
C27H31F9Ge2NO5PbSe4 | the ωB97M-V functional and the def2-TZVPD basis

Each line ends with the natural charge from an NBO analysis.
Geometry (Å):
Pb  -1.795606  1.401197  -0.560144  1.23
O  0.724945  4.644873  2.045464  -0.68
C  0.078633  3.517542  1.737612  0.78
O  0.479109  2.752383  0.903074  -0.56
C  -1.155292  3.284058  2.513735  0.10
C  -1.522638  4.093592  3.593794  -0.20
C  -2.660427  3.778002  4.296073  -0.18
C  -3.434297  2.699582  3.883992  -0.19
C  -3.024371  1.982084  2.771947  0.08
N  -1.895037  2.245045  2.119246  -0.39
C  -3.827082  0.841551  2.209032  0.78
O  -5.146826  0.885743  2.430440  -0.66
O  -3.318842  -0.067662  1.622461  -0.53
H  1.465841  4.750438  1.431578  0.51
H  -0.911290  4.948227  3.840845  0.24
H  -2.968296  4.369581  5.147540  0.22
H  -4.329336  2.427430  4.426797  0.21
H  -5.444038  1.772844  2.666356  0.49
Se  -3.891862  3.163653  -0.262635  -0.56
Se  -2.621192  5.080545  0.141720  -0.10
Se  -1.391928  5.307062  -1.847711  -0.05
Se  -0.274731  3.268514  -2.081604  -0.63
C  3.340956  0.581652  3.542150  -0.61
C  2.331784  1.261145  2.621778  -0.80
Ge  1.459871  -0.053175  1.363889  1.15
C  -0.175310  -0.754974  2.293968  -0.81
C  0.082812  -2.069624  3.025763  -0.61
C  2.729384  -1.570275  1.090141  -0.59
C  2.967907  -1.664465  -0.227813  -0.43
Ge  1.922369  -0.159792  -1.078032  1.15
C  3.049022  1.312533  -1.857720  -0.81
C  3.551495  1.097101  -3.282433  -0.61
C  0.436317  -0.754218  -2.287312  -0.82
C  0.765043  -1.905003  -3.235137  -0.61
C  3.810656  -2.650202  -0.918215  0.01
C  4.050567  -2.509919  -2.286593  -0.22
C  4.835428  -3.412452  -2.983707  -0.20
C  5.397552  -4.493603  -2.321742  -0.23
C  5.164162  -4.655306  -0.962855  -0.22
C  4.383650  -3.747699  -0.268408  -0.21
H  3.797518  1.297180  4.230095  0.20
H  4.129665  0.116082  2.950546  0.21
H  2.860251  -0.200489  4.132333  0.20
H  2.828337  2.033288  2.031879  0.22
H  1.546078  1.748809  3.203869  0.20
H  -0.970625  -0.901909  1.564379  0.25
H  -0.529029  0.007243  2.991193  0.21
H  0.473434  -2.816744  2.334185  0.21
H  -0.842338  -2.456741  3.458004  0.20
H  0.810879  -1.943624  3.829953  0.19
H  3.162327  -2.249667  1.823551  0.19
H  3.888539  1.477553  -1.178373  0.21
H  2.412283  2.199140  -1.824152  0.25
H  4.253376  0.264647  -3.337328  0.19
H  4.067189  1.988807  -3.644016  0.20
H  2.717264  0.898090  -3.956596  0.21
H  0.101730  0.121062  -2.850378  0.23
H  -0.388525  -1.053511  -1.637464  0.23
H  1.476490  -1.592076  -4.000832  0.19
H  -0.144954  -2.241100  -3.733803  0.22
H  1.190065  -2.749615  -2.691057  0.20
H  3.600786  -1.671103  -2.801136  0.21
H  5.007549  -3.273766  -4.043810  0.21
H  6.004767  -5.208008  -2.862563  0.21
H  5.598183  -5.499355  -0.441258  0.20
H  4.210646  -3.889070  0.790368  0.21
F  -2.848866  -2.397004  -3.017246  -0.33
C  -3.598130  -2.140562  -1.927819  0.95
F  -2.778375  -2.239141  -0.873103  -0.31
F  -4.492111  -3.146272  -1.834772  -0.33
C  -4.260595  -0.722549  -2.006574  0.06
O  -3.399149  0.260312  -1.810435  -0.91
C  -5.463899  -0.720199  -0.984378  0.95
F  -6.623714  -1.151799  -1.534876  -0.34
F  -5.691627  0.512794  -0.526296  -0.31
F  -5.256153  -1.513772  0.076118  -0.32
C  -4.878829  -0.578966  -3.441932  0.96
F  -3.925985  -0.309923  -4.340216  -0.31
F  -5.763925  0.428415  -3.486641  -0.32
F  -5.519591  -1.684445  -3.886754  -0.34

Forces on atoms 1 to 3 (eV/Å):
-0.0480 -0.4201 -0.1173
-0.1249 0.4076 0.4187
0.5202 -0.1437 -0.7199

As for the net charge: -1. As for the lowest unoccupied orbital energy: 1.549 eV. As for the HOMO-LUMO gap: 5.90 eV. The HOMO energy comes out at -4.3 eV.

=====

Entry 4:
C27H31GeRhS4 | the ωB97M-V functional and the def2-TZVPD basis

Each line ends with the natural charge from an NBO analysis.
Geometry (Å):
Rh  -0.994792  -0.502639  1.304223  0.01
C  -3.822815  -1.655078  0.007118  -0.54
C  -3.164196  -1.030401  -1.225608  -0.56
S  -1.783752  0.112066  -0.923096  0.40
C  -2.654694  1.679485  -0.690686  -0.56
C  -3.374831  1.872261  0.643823  -0.54
S  -2.212886  1.711708  2.020499  0.28
C  -3.257763  0.968245  3.294301  -0.54
C  -2.399530  0.285753  4.358353  -0.56
S  -1.232140  -0.973007  3.774667  0.31
C  -2.290675  -2.442926  3.755712  -0.55
C  -3.346402  -2.517758  2.653101  -0.54
S  -2.565415  -2.471246  1.018709  0.29
H  -4.580028  -2.372644  -0.314891  0.22
H  -4.301013  -0.893870  0.623170  0.20
H  -3.917852  -0.498173  -1.808789  0.23
H  -2.737937  -1.805413  -1.864683  0.24
H  -3.361081  1.806894  -1.513292  0.22
H  -1.867058  2.427379  -0.810368  0.26
H  -4.167707  1.136145  0.778093  0.21
H  -3.827014  2.865059  0.660354  0.23
H  -3.914479  0.254969  2.800531  0.20
H  -3.873405  1.731614  3.775305  0.22
H  -3.048525  -0.168942  5.109258  0.23
H  -1.778955  1.023136  4.869737  0.24
H  -2.776885  -2.539572  4.728285  0.22
H  -1.583856  -3.269192  3.660900  0.24
H  -4.047125  -1.687723  2.719700  0.21
H  -3.910104  -3.445090  2.770359  0.23
C  0.895802  -0.586657  0.995286  -0.67
Ge  1.890356  0.019205  -0.602350  1.43
C  1.696059  -1.307071  -2.027542  -0.34
C  1.099812  -1.159934  -3.281470  -0.24
C  0.950911  -2.241788  -4.143884  -0.22
C  1.394073  -3.500486  -3.766721  -0.22
C  1.997463  -3.670845  -2.528109  -0.20
C  2.143198  -2.587006  -1.672663  -0.23
C  1.258788  1.822636  -1.001336  -0.44
C  0.579441  2.239877  -2.147956  -0.23
C  0.094287  3.540031  -2.269945  -0.22
C  0.276713  4.450282  -1.239301  -0.23
C  0.951170  4.057412  -0.090028  -0.24
C  1.433089  2.760739  0.025211  -0.14
C  3.814307  0.142917  -0.294682  -0.35
C  4.363398  -0.179563  0.946320  -0.24
C  5.737141  -0.108786  1.160791  -0.21
C  6.579668  0.287026  0.133317  -0.22
C  6.049262  0.613770  -1.110768  -0.22
C  4.679255  0.540857  -1.319214  -0.22
H  0.746677  -0.197424  -3.612763  0.20
H  0.487625  -2.097880  -5.112451  0.21
H  1.272313  -4.343995  -4.434881  0.21
H  2.353550  -4.648297  -2.226895  0.21
H  2.613677  -2.743288  -0.707036  0.22
H  0.417814  1.558004  -2.965799  0.20
H  -0.426145  3.839078  -3.172324  0.21
H  -0.099840  5.461615  -1.331863  0.21
H  1.102803  4.763734  0.717116  0.21
H  1.947980  2.471268  0.935408  0.21
H  3.709185  -0.491416  1.753833  0.23
H  6.147874  -0.363969  2.130241  0.21
H  7.648775  0.340861  0.298541  0.21
H  6.706132  0.922748  -1.914697  0.21
H  4.280298  0.795287  -2.296167  0.21

Forces on atoms 1 to 3 (eV/Å):
2.3282 0.1143 -2.3402
-0.0374 -0.0271 -0.0351
-0.0679 -0.0637 0.1446

As for the lowest unoccupied orbital energy (spin up / spin down): 0.146 / 0.144 eV. As for the HOMO-LUMO gap (spin up / spin down): 5.53 / 5.53 eV. The HOMO energy (spin up / spin down) comes out at -5.4 / -5.4 eV.

=====

no.,F_max (eV Å⁻¹)
1,1.083
2,2.342
3,1.291
4,3.303